1.
Here is a cluster of 3 separate species, C4H11NO2 in total at a distorted geometry from OMol25. Energies are from ωB97M-V/def2-TZVPD.

Values from the calculation:
ΔE to the lowest compared entry with this formula, charge and spin = 2.574 eV
HOMO level = -8.7 eV
Structure (SMILES) = C=N/C=C/C.O.O
HOMO-LUMO gap = 0.342 Eh

Geometry as XYZ:
```
18
Properties=species:S:1:pos:R:3:forces:R:3:lowdin_charge:R:1
C -0.47549 -0.88476 -1.84558 0.8 -0.5 0.7 -0.10
C 0.03113 -0.43284 -0.48400 -0.8 -0.6 0.1 -0.13
C -0.51918 -1.02612 0.58219 0.5 0.2 0.0 -0.19
N -0.35842 -0.69489 1.94981 0.3 -0.5 0.1 -0.02
C 0.20006 0.38306 2.28239 0.2 0.6 0.0 -0.10
H 0.02579 -0.41020 -2.67173 -0.1 0.4 -0.2 0.06
H -1.54950 -0.76362 -1.85145 -0.2 0.3 -0.4 0.07
H -0.28779 -1.95660 -1.96333 0.0 0.0 0.0 0.08
H 0.75697 0.36232 -0.38383 -0.1 0.1 -0.2 0.08
H -1.06715 -1.95361 0.43642 -0.4 0.3 0.0 0.10
H 0.51389 1.14572 1.56743 0.0 0.1 -0.2 0.07
H 0.41134 0.62149 3.32435 -0.2 -0.3 0.0 0.07
H 3.53231 -0.70270 -2.22547 -0.1 0.1 0.0 0.04
H 3.45820 0.74781 -1.74846 0.1 0.0 0.0 0.04
O 2.91204 -0.01480 -1.95750 0.0 -0.1 0.0 -0.05
H -1.82338 1.79142 1.96817 0.2 0.0 -0.2 0.00
H -3.29224 1.78392 1.73578 -0.1 0.1 -0.3 0.04
O -2.46858 2.00440 1.28479 -0.2 0.0 0.4 -0.06
```
Forces are in eV/Å.



2.
Here is a cluster of 3 separate species, C4H11NO2 in total at a distorted geometry from OMol25. Energies are from ωB97M-V/def2-TZVPD.

Values from the calculation:
ΔE to the lowest compared entry with this formula, charge and spin = 5.761 eV
HOMO level (spin up / spin down) = -6.9 / -7.0 eV
HOMO-LUMO gap (spin up / spin down) = 0.285 / 0.287 Eh

Geometry as XYZ:
```
18
Properties=species:S:1:pos:R:3:forces:R:3:lowdin_charge:R:1
C -0.02632 0.02636 -0.25751 -2.1 -0.6 0.2 -0.63
C -2.13581 -0.36604 0.42835 0.6 -0.7 -0.8 -0.12
C 0.59269 -1.25989 -0.72418 -0.4 0.1 0.2 -0.02
C 2.24336 1.02318 0.72540 -0.4 0.3 0.5 0.02
N 0.10212 0.59243 0.92809 2.5 0.9 0.1 0.09
O -0.26574 0.85982 -1.30343 0.0 0.0 0.0 0.03
O -2.89589 0.24362 -0.53535 -0.3 0.4 -0.1 -0.08
H -0.57754 1.69818 -0.92792 0.0 -0.1 0.0 0.13
H -2.52738 0.09196 -1.41485 0.1 -0.1 0.1 0.09
H 0.28226 -0.09593 1.65134 0.0 -0.1 -0.1 0.08
H -2.12422 -1.45409 0.38835 0.0 -0.2 0.0 0.07
H -2.36268 0.03029 1.41179 0.2 0.2 -0.1 0.08
H -0.11455 -1.78217 -1.37058 0.1 -0.1 0.0 0.09
H 0.85108 -1.88993 0.12328 -0.1 0.0 0.0 0.09
H 1.49832 -1.04545 -1.29077 0.0 0.1 0.0 0.09
H 2.82806 0.13236 0.93798 -0.2 0.0 0.0 0.00
H 2.38287 1.41916 -0.27442 -0.2 -0.1 0.0 0.01
H 2.24935 1.77614 1.50443 0.1 -0.1 0.0 0.00
```
Forces are in eV/Å.



Question: The highest ΔE to the lowest compared entry with this formula, charge and spin belongs to which entry?
Answer: number 2